The molecule C12H22N2O4, computed with the ωB97M-V functional and the def2-TZVPD basis.

Geometry as XYZ:
```
40
Properties=species:S:1:pos:R:3
C -2.7999 -1.5183 -1.2875
C -3.4272 -1.5700 0.1016
C -2.6065 -0.8959 1.2031
C -2.4524 0.6238 1.0787
C -1.2665 1.0389 0.2095
C -0.9551 2.5289 0.3383
C 0.0834 3.0013 -0.6933
C 1.3320 2.1676 -0.5713
O 2.2254 2.3727 0.2318
N 1.4181 1.1649 -1.4886
N 2.4076 0.1844 -1.3374
C 2.0449 -1.1249 -1.2062
O 0.9560 -1.5237 -1.5522
C 3.1361 -1.9832 -0.5924
C 2.8966 -2.0286 0.9321
C 2.5278 -0.6407 1.4190
O 1.4316 -0.3242 1.7943
O 3.5420 0.2182 1.3137
H -1.7451 -1.7799 -1.2458
H -2.8997 -0.5279 -1.7246
H -3.3016 -2.2217 -1.9495
H -4.4223 -1.1183 0.0666
H -3.5564 -2.6181 0.3840
H -1.6134 -1.3473 1.2407
H -3.0997 -1.1133 2.1540
H -3.3749 1.0595 0.6872
H -2.2925 1.0350 2.0782
H -1.4735 0.8001 -0.8338
H -0.3974 0.4621 0.5295
H -0.5752 2.7304 1.3411
H -1.8679 3.1126 0.1990
H -0.3244 2.9180 -1.7013
H 0.3408 4.0424 -0.4949
H 0.5933 0.8002 -1.9500
H 3.2344 0.5487 -0.8766
H 3.0780 -2.9919 -0.9991
H 4.1156 -1.5570 -0.8066
H 3.7987 -2.3710 1.4381
H 2.0667 -2.6966 1.1611
H 3.2225 1.1428 1.4095
```

Values from the calculation:
relative energy (zero: lowest compared OMol25 entry of this formula, charge and spin) = 1.158 eV
calculated total energy = -23972.2951 eV
strongest force on any atom = 0.0152 hartree/bohr
orbital gap = 10.218 eV
E_LUMO = 0.0275 Eh
SMILES = CCCCCCCC(=O)NNC(=O)CCC(=O)O